{"formula": "C6H8N2S2", "method": "ωB97M-V with the def2-TZVPD basis set", "homo_ev": -8.03, "gap_ev": 8.14, "elements": ["C", "C", "C", "C", "C", "C", "N", "N", "S", "S", "H", "H", "H", "H", "H", "H", "H", "H"], "coordinates": [[1.03166, -1.86512, -0.21560], [-0.16190, -1.03798, -0.29754], [1.74914, -1.48200, 0.81860], [-0.07639, -0.16397, 0.96221], [0.98407, 1.39173, -1.28306], [-2.14738, 0.95918, 0.77841], [1.10529, -0.53910, 1.62871], [-0.87470, 0.72184, 1.31241], [0.02969, 0.07795, -1.85567], [1.31151, 2.56828, -2.40358], [1.27465, -2.50128, -1.02488], [-1.25625, -1.33841, -0.47092], [2.59502, -2.08258, 1.23865], [-2.41437, 2.00040, 0.65620], [-2.34162, 0.45688, -0.20759], [-2.70747, 0.45867, 1.52066], [1.53532, 0.06158, 2.33024], [0.36374, 2.31394, -3.48725]], "atomic_forces_ev_per_a": [[-0.8, -0.4, -0.8], [-1.8, 2.0, -0.7], [1.3, -1.3, 2.2], [0.0, -0.2, -0.9], [-0.5, -1.5, -0.5], [-0.1, -1.0, -1.9], [-0.4, 0.3, -0.4], [1.8, 1.0, 1.6], [0.4, 1.1, 1.1], [-1.4, 0.0, -1.2], [0.5, -0.9, -0.2], [1.9, -0.5, 0.4], [-0.4, 1.2, -0.6], [0.1, 0.2, 0.3], [0.1, 0.4, 0.6], [-1.8, -0.1, 0.6], [-0.2, -0.4, -0.5], [1.3, 0.2, 1.0]]}

{"formula": "C6H8N3O", "method": "ωB97M-V with the def2-TZVPD basis set", "homo_ev": -12.38, "gap_ev": 7.62, "total_charge": 1, "elements": ["C", "C", "C", "C", "C", "C", "N", "N", "N", "O", "H", "H", "H", "H", "H", "H", "H", "H"], "coordinates": [[-1.98337, 0.90619, -0.37999], [-1.11356, 1.83538, 0.26165], [-1.95958, -0.43258, -0.69076], [0.22040, 1.77580, 0.51780], [-1.33809, -1.50423, -0.01469], [1.73200, -0.16532, -0.02324], [1.00706, 0.78854, 0.47347], [-0.75250, -2.48265, 0.44213], [2.46876, -0.93813, 0.79424], [1.78174, -0.54322, -1.27680], [-2.97254, 1.30672, -0.87340], [-1.38412, 2.88389, 0.22143], [-2.60375, -0.77590, -1.50328], [0.56904, 2.75477, 0.90333], [-0.80124, -3.32575, 0.98141], [1.33174, 0.14636, -1.78286], [2.93363, -0.45508, 1.52224], [2.86439, -1.77479, 0.42733]], "atomic_forces_ev_per_a": [[-1.1, 2.5, -0.4], [-2.9, -0.4, -1.7], [1.1, -3.1, 0.9], [0.1, 1.6, 0.9], [1.9, -2.7, 1.0], [-0.9, 0.7, 2.1], [2.7, -2.7, -0.9], [-2.3, 4.7, -2.6], [-0.5, 0.2, -0.3], [-0.2, 0.7, -0.9], [2.2, 0.0, 1.1], [-0.9, -0.2, 0.3], [0.1, -0.1, 0.4], [0.5, -0.6, -0.4], [-0.3, 0.0, 0.4], [-0.2, -0.3, -0.5], [0.2, 0.0, 0.9], [0.5, -0.3, -0.3]]}

{"formula": "C6H8N4", "method": "ωB97M-V with the def2-TZVPD basis set", "homo_ev": [-7.24, -7.17], "gap_ev": [6.03, 5.86], "elements": ["C", "C", "C", "C", "C", "C", "N", "N", "N", "N", "H", "H", "H", "H", "H", "H", "H", "H"], "coordinates": [[1.94914, -1.01472, 0.34574], [-0.07389, 2.03593, 0.45293], [-1.24941, -0.05219, -0.03392], [-0.31834, -1.82422, -1.14105], [-0.02116, 0.53016, 0.77484], [1.26803, 0.15940, 0.09044], [2.43628, -2.01731, 0.62953], [0.84710, 2.18099, -0.67153], [1.55763, 1.13103, -0.83670], [-1.10056, -1.43618, -0.13725], [-1.13353, 2.43308, 0.32082], [0.36302, 2.77619, 1.33280], [-2.33566, 0.10113, 0.40071], [-1.24505, 0.49904, -0.96138], [0.02485, -1.17241, -1.91630], [0.16655, -2.72694, -1.16073], [0.01983, 0.33866, 1.77983], [-1.15484, -1.94164, 0.73123]], "atomic_forces_ev_per_a": [[0.3, 0.2, -0.2], [0.5, 1.7, 2.6], [-2.9, 1.4, 2.4], [-0.5, 1.7, 2.1], [0.3, 1.4, -2.1], [-2.2, 0.5, -0.3], [0.6, -1.0, 0.4], [0.0, -0.4, -1.3], [0.0, 1.0, 0.6], [1.7, -0.8, -3.3], [1.4, -0.5, -0.4], [-0.9, -2.1, -1.9], [2.3, 0.3, -0.3], [0.1, -0.4, -0.6], [-0.8, 0.8, -0.3], [0.7, -2.4, 0.4], [-0.5, -0.8, 2.5], [-0.1, -0.6, -0.1]]}

{"formula": "C6H8N4O", "method": "ωB97M-V with the def2-TZVPD basis set", "homo_ev": [-8.25, -8.26], "gap_ev": [8.88, 8.88], "elements": ["C", "C", "C", "C", "C", "C", "N", "N", "N", "N", "O", "H", "H", "H", "H", "H", "H", "H", "H"], "coordinates": [[-0.72396, 3.84887, 0.71929], [-0.62813, 2.86189, 0.04798], [0.56286, -1.41028, 1.11751], [0.07393, -2.65620, 0.75443], [0.34858, 1.83106, -1.82617], [-0.47622, 1.69592, -0.68764], [-0.51234, -1.18277, -0.75520], [0.39311, 0.72821, 0.33697], [0.12294, -0.54532, 0.18383], [0.38227, -3.90702, 1.30096], [-0.53564, -2.59326, -0.40307], [-0.56051, 4.47061, 1.52285], [1.18476, -1.02087, 1.94152], [1.26392, 2.33870, -1.69191], [-0.24766, 2.32645, -2.59228], [0.65520, 0.76662, -2.20533], [-1.43590, 1.02433, -0.85745], [0.34676, -3.94180, 2.24077], [-0.21397, -4.63512, 0.85291]], "atomic_forces_ev_per_a": [[0.3, -1.2, -0.6], [-1.0, 1.9, 1.2], [0.6, -2.2, 2.1], [2.7, 0.5, 1.5], [0.9, -2.4, -4.5], [-0.7, -6.0, 3.0], [-1.3, 0.2, -1.9], [-1.8, 0.6, -1.2], [0.0, 1.0, -0.1], [-1.5, 0.1, -5.0], [-0.1, 1.7, 0.2], [-0.1, 1.4, 0.9], [-0.7, -0.6, -0.6], [0.8, 0.8, 0.5], [0.3, 0.1, -0.5], [-0.7, 1.9, 0.4], [1.6, 1.8, 0.1], [-0.1, -0.1, 3.8], [0.8, 0.7, 0.7]]}

{"formula": "C6H8N4O", "method": "ωB97M-V with the def2-TZVPD basis set", "homo_ev": -7.56, "gap_ev": 8.13, "elements": ["C", "C", "C", "C", "C", "C", "N", "N", "N", "N", "O", "H", "H", "H", "H", "H", "H", "H", "H"], "coordinates": [[2.35825, 0.31158, 0.89852], [1.51177, 1.27625, 0.57971], [-2.98477, 0.39643, 0.15134], [-1.90654, 1.18452, 0.15746], [-1.24026, -0.96929, -0.33776], [2.28067, -0.78883, -0.11673], [-2.58166, -0.96497, -0.00736], [1.43541, -0.19860, -1.11390], [-0.85675, 0.37195, -0.21967], [0.81730, 0.92526, -0.59459], [-0.62500, -1.90612, -0.67953], [3.00047, 0.41096, 1.76006], [1.50758, 2.09334, 1.24526], [-3.94681, 0.53774, 0.53991], [-1.77766, 2.29683, 0.04457], [3.31025, -0.79706, -0.61119], [2.15549, -1.82307, 0.24246], [-3.25672, -1.68551, -0.18437], [0.79899, -0.67140, -1.75420]], "atomic_forces_ev_per_a": [[-0.1, -0.6, 0.0], [0.8, -2.3, 0.4], [-0.2, -1.5, 1.0], [0.8, 1.1, -1.7], [-2.4, 3.8, 1.2], [2.9, -0.4, -0.5], [-0.3, 2.4, 0.1], [-0.8, 1.8, 0.5], [2.0, -0.4, 0.6], [-2.3, 0.1, -1.6], [2.8, -3.8, -1.3], [0.3, -0.5, -0.1], [-1.2, 1.5, -0.3], [-1.2, 0.6, 0.1], [-0.4, -1.4, 0.7], [-0.9, -0.3, 0.6], [-0.7, 0.4, 0.0], [0.3, -0.3, -0.1], [0.6, -0.3, 0.6]]}

{"formula": "C6H8NO2S", "method": "ωB97M-V with the def2-TZVPD basis set", "homo_ev": -12.07, "gap_ev": 7.76, "total_charge": 1, "elements": ["C", "C", "C", "C", "C", "C", "N", "O", "O", "S", "H", "H", "H", "H", "H", "H", "H", "H"], "coordinates": [[-1.73871, 1.01174, 1.29715], [2.89308, 0.20439, -0.82038], [-0.75168, 0.08939, -0.66359], [-1.56454, 2.22896, 0.90607], [3.69088, 0.10711, -1.83897], [-1.54434, -1.45919, 1.22501], [-1.28970, -0.12406, 0.52684], [-1.52797, 3.31716, 0.58785], [-0.36919, -0.85140, -1.50015], [1.97771, 0.40702, 0.43989], [-2.00171, 0.79644, 2.35515], [4.59405, 0.65948, -1.62278], [3.71818, -0.18811, -2.87413], [-0.80969, 1.09861, -1.08397], [-1.19039, -2.27311, 0.53786], [-2.53575, -1.77281, 1.50508], [-1.05504, -1.50346, 2.11475], [-0.49521, -1.74816, -1.09167]], "atomic_forces_ev_per_a": [[0.1, -2.8, 1.7], [-0.4, -0.3, -0.8], [-1.3, -1.4, 0.6], [-0.4, 0.8, 0.1], [0.5, 0.9, 0.6], [0.3, -0.6, -3.9], [-0.6, -0.1, -0.1], [0.3, 1.5, -0.5], [-0.5, -0.2, 1.1], [0.3, -0.1, 0.0], [0.1, 0.4, -1.1], [0.5, 0.2, 0.3], [-0.9, -0.6, 0.1], [0.5, -0.4, 0.2], [-0.1, 0.7, 0.9], [-1.0, 1.0, -0.7], [2.1, 0.2, 2.3], [0.3, 0.9, -0.6]]}

{"formula": "C6H8NOP", "method": "ωB97M-V with the def2-TZVPD basis set", "homo_ev": -8.71, "gap_ev": 8.47, "elements": ["C", "C", "C", "P", "C", "C", "O", "C", "N", "H", "H", "H", "H", "H", "H", "H", "H"], "coordinates": [[2.58037, -0.08705, 0.77548], [2.17013, -0.54067, -0.61051], [0.75739, -1.36601, -0.71034], [-0.72995, -0.27335, -1.33049], [-2.05356, -0.49776, 0.04788], [-3.00763, 0.54293, 0.51798], [-0.23708, 1.39439, -1.50144], [-0.02028, 2.02300, -0.15594], [-0.32383, 2.72659, 0.91564], [1.94888, -0.46840, 1.71015], [3.53452, 0.57238, 0.93482], [2.90721, -0.31223, -1.50314], [0.86623, -2.30141, -1.42554], [0.48248, -1.77530, 0.36539], [-2.12824, -1.58652, 0.53114], [-3.05902, 1.59260, -0.04160], [-3.68762, 0.35681, 1.48052]], "atomic_forces_ev_per_a": [[-1.3, -1.7, -4.0], [1.0, 1.1, 5.0], [1.4, -0.2, 1.0], [-0.9, -1.0, -0.7], [-2.5, 2.6, 2.2], [2.5, -2.3, -1.2], [0.7, 0.5, 5.9], [-3.9, 4.8, 5.0], [3.1, -6.4, -9.5], [1.5, 1.2, -2.2], [-2.0, -1.5, -0.3], [-2.1, -0.5, 1.8], [-0.4, 2.1, 1.3], [0.7, 0.9, -2.1], [0.4, 2.6, -1.0], [0.3, -2.5, 1.6], [1.5, 0.3, -2.6]]}

{"formula": "C6H8NOPS", "method": "ωB97M-V with the def2-TZVPD basis set", "homo_ev": -8.47, "gap_ev": 9.12, "elements": ["C", "C", "C", "C", "C", "C", "N", "O", "P", "S", "H", "H", "H", "H", "H", "H", "H", "H"], "coordinates": [[-2.01933, -3.85423, -1.55275], [-1.33005, -3.12549, -0.89115], [-0.13194, -2.37849, 1.04879], [-0.50155, -2.19604, -0.22459], [-0.04355, -1.01721, -1.00607], [1.11323, 2.62548, 0.86080], [0.37093, 1.44687, 0.45984], [2.56955, 0.21113, -0.17061], [1.17913, 0.01343, 0.21843], [0.91666, -1.27754, 1.90821], [-2.63320, -4.52373, -2.07726], [-0.43632, -3.23222, 1.62999], [0.53683, -1.29948, -1.88207], [-0.85549, -0.35245, -1.29652], [2.15092, 2.48083, 0.55810], [0.71031, 3.50033, 0.34870], [1.07866, 2.79523, 1.93926], [-0.56300, 1.38846, 0.83848]], "atomic_forces_ev_per_a": [[0.3, 0.3, 0.5], [-0.4, -0.5, -0.5], [0.1, 0.1, -0.1], [0.1, 0.0, 0.3], [1.7, 1.3, 1.7], [0.2, 0.3, 0.0], [0.1, -0.5, 0.0], [0.7, 0.1, -0.2], [-2.5, -1.1, -1.3], [0.1, 0.3, -0.2], [-0.3, -0.3, -0.3], [-0.1, -0.2, 0.0], [0.1, 0.0, 0.0], [0.0, 0.0, 0.0], [-0.1, 0.2, 0.0], [0.1, 0.0, 0.0], [0.0, 0.0, 0.0], [0.0, -0.1, -0.1]]}

Number 1: largest force on an atom 2.9 eV/A. Number 2: largest force on an atom 5.9 eV/A. Number 3: largest force on an atom 4.0 eV/A. Number 4: largest force on an atom 6.8 eV/A. Number 5: largest force on an atom 4.9 eV/A. Number 6: largest force on an atom 4.0 eV/A. Number 7: largest force on an atom 11.8 eV/A. Number 8: largest force on an atom 3.0 eV/A.